A single C2H3NOS2 molecule at a distorted geometry, computed with ωB97M-V with the def2-TZVPD basis set.

Structure (XYZ):
```
9
Properties=species:S:1:pos:R:3
O 0.860 -0.756 1.162
C 0.704 0.401 0.916
C 0.074 0.625 -0.345
S 1.156 1.796 -1.200
N -0.887 -0.019 -0.783
S -1.533 -1.542 -0.045
H 1.219 1.108 1.672
H -1.497 0.404 -1.547
H -0.096 -2.016 0.171
```

- ΔE to the lowest compared entry with this formula, charge and spin (eV) = 3.212
- HOMO level (eV) = -8.76
- Kohn-Sham gap (hartree) = 0.299
- calculated total energy (eV) = -27327.5647